Computed, not measured: C41H63BrN3O2PPdSi as an isolated structure, with ωB97M-V/def2-TZVPD.

Summary:
relative energy (zero: lowest compared OMol25 entry of this formula, charge and spin) = 13.12 kcal per mole
E_tot = -142755.4348 eV
2S+1 = 5
charge = +4
Kohn-Sham gap (spin up / spin down) = 8.2366 / 4.8023 eV
E_LUMO (spin up / spin down) = -9.704 / -13.685 eV
molar mass = 875.36 Da
HOMO level (spin up / spin down) = -0.65931 / -0.67939 Ha

Last column: Mulliken spin population.
Cartesian coordinates (Å):
1 Pd 0.59 0.20 0.12  1.43
2 C -1.84 2.12 0.58  0.02
3 C -0.90 3.19 1.12  0.00
4 C -0.28 4.01 0.00  0.00
5 C 0.13 2.58 2.07  0.03
6 C 0.99 3.59 2.83  0.00
7 O 2.31 2.98 2.83  0.01
8 C 2.32 2.00 1.94  -0.02
9 N 1.17 1.75 1.40  0.14
10 C 3.62 1.33 1.77  -0.04
11 C 4.69 1.96 2.41  0.00
12 C 5.95 1.38 2.46  0.00
13 C 6.16 0.14 1.89  0.00
14 C 5.11 -0.49 1.23  0.00
15 C 3.85 0.09 1.14  0.00
16 P 2.72 -0.89 0.10  0.23
17 C 3.42 -0.99 -1.54  0.00
18 C 2.90 -1.96 -2.40  0.04
19 C 3.55 -2.24 -3.60  -0.01
20 C 4.70 -1.55 -3.94  0.03
21 C 5.19 -0.54 -3.11  -0.01
22 C 4.55 -0.26 -1.92  0.02
23 C 2.70 -2.56 0.77  0.04
24 C 1.90 -2.84 1.88  -0.01
25 C 1.95 -4.08 2.48  0.00
26 C 2.79 -5.06 1.98  0.02
27 C 3.59 -4.79 0.88  0.00
28 C 3.55 -3.54 0.27  0.02
29 H -2.54 2.53 -0.15  0.00
30 H -2.42 1.64 1.37  0.00
31 H -1.29 1.31 0.05  0.00
32 H -1.51 3.86 1.75  0.00
33 H 0.36 3.38 -0.62  0.00
34 H 0.32 4.84 0.37  0.00
35 H -1.06 4.44 -0.63  0.00
36 H -0.39 1.93 2.77  0.00
37 H 0.70 3.74 3.86  0.00
38 H 1.08 4.55 2.33  0.00
39 H 4.54 2.91 2.90  0.00
40 H 6.76 1.89 2.97  0.00
41 H 7.13 -0.34 1.94  0.00
42 H 5.29 -1.46 0.78  0.00
43 H 2.03 -2.54 -2.12  -0.01
44 H 3.17 -3.02 -4.25  0.00
45 H 5.23 -1.80 -4.85  0.00
46 H 6.08 0.00 -3.39  0.00
47 H 4.96 0.51 -1.26  0.00
48 H 1.26 -2.06 2.28  0.02
49 H 1.33 -4.30 3.35  0.00
50 H 2.83 -6.04 2.44  0.00
51 H 4.26 -5.55 0.49  0.00
52 H 4.19 -3.35 -0.58  0.00
53 C -3.41 -2.68 3.39  -0.01
54 N -2.30 -2.24 2.57  0.71
55 C -2.36 -2.60 1.17  -0.01
56 C -1.19 -1.36 2.93  0.00
57 O -0.72 -0.73 1.98  -0.02
58 N -0.76 -1.28 4.18  0.14
59 C -1.18 -1.96 5.42  0.00
60 C 0.39 -0.39 4.43  -0.01
61 H -4.21 -3.02 2.74  0.01
62 H -3.76 -1.87 4.03  0.02
63 H -3.09 -3.53 4.02  0.05
64 H -2.98 -3.48 1.05  0.02
65 H -1.35 -2.75 0.78  0.02
66 H -2.81 -1.76 0.62  0.06
67 H -2.12 -2.46 5.35  0.00
68 H -1.26 -1.20 6.20  0.00
69 H -0.40 -2.67 5.72  0.01
70 H 0.84 -0.07 3.50  0.00
71 H 1.11 -0.93 5.05  0.00
72 H 0.04 0.48 4.99  0.01
73 C 0.40 -0.26 -5.70  0.01
74 C 1.19 1.04 -5.87  0.08
75 C 2.68 0.71 -5.65  0.02
76 C 0.99 1.61 -7.28  0.00
77 Si 0.88 2.35 -4.52  0.23
78 Br 0.57 1.10 -2.55  -0.02
79 C 2.11 3.76 -4.13  0.05
80 C 3.27 3.14 -3.31  0.03
81 C 2.66 4.31 -5.46  0.00
82 C 1.54 4.92 -3.31  0.01
83 C -1.23 3.20 -4.84  0.30
84 C -0.92 4.24 -5.87  0.02
85 C -2.02 2.02 -5.31  0.06
86 C -1.62 3.70 -3.48  0.09
87 H 0.70 -0.94 -6.50  0.00
88 H -0.68 -0.14 -5.77  0.00
89 H 0.63 -0.76 -4.75  0.00
90 H 2.93 -0.11 -6.34  0.00
91 H 2.89 0.35 -4.64  0.01
92 H 3.35 1.53 -5.89  0.00
93 H 1.41 0.88 -7.99  0.00
94 H 1.52 2.55 -7.44  0.00
95 H -0.06 1.73 -7.54  0.00
96 H 3.76 2.31 -3.80  0.00
97 H 2.93 2.82 -2.32  0.00
98 H 4.01 3.93 -3.16  0.00
99 H 3.19 3.57 -6.05  0.00
100 H 3.38 5.10 -5.22  0.00
101 H 1.89 4.76 -6.08  0.00
102 H 1.11 4.58 -2.36  0.00
103 H 0.80 5.51 -3.85  0.00
104 H 2.36 5.59 -3.07  0.00
105 H -0.47 3.84 -6.78  0.01
106 H -0.35 5.08 -5.49  0.00
107 H -1.90 4.64 -6.19  0.04
108 H -1.72 1.66 -6.30  0.00
109 H -3.06 2.37 -5.41  0.02
110 H -2.04 1.20 -4.59  0.00
111 H -0.97 4.47 -3.10  0.00
112 H -1.74 2.89 -2.76  -0.01
113 H -2.61 4.16 -3.62  0.03

Computed, not measured: a 21-piece molecular cluster, C41H63F10N11O52 overall at a distorted geometry, with ωB97M-V/def2-TZVPD.

Summary:
relative energy (zero: lowest compared OMol25 entry of this formula, charge and spin) = 0.00 kcal per mole
E_tot = -193542.7938 eV
charge = 0
Kohn-Sham gap = 9.8888 eV
E_LUMO = -0.816 eV
molar mass = 1731.96 Da
HOMO level = -0.39340 Ha

Last column: Löwdin charge in e.
Cartesian coordinates (Å):
1 C 25.96 34.91 9.11  0.03
2 N 26.27 33.58 8.55  -0.39
3 O 26.31 32.60 9.27  0.08
4 O 26.48 33.58 7.31  0.02
5 H 24.89 35.01 9.24  0.10
6 H 26.27 35.71 8.43  0.09
7 H 26.39 35.08 10.10  0.08
8 C 28.43 31.00 7.56  0.04
9 N 29.35 30.38 6.63  -0.41
10 O 30.40 29.89 7.01  0.06
11 O 28.93 30.13 5.53  0.08
12 H 28.64 32.06 7.72  0.10
13 H 28.52 30.48 8.51  0.11
14 H 27.41 30.86 7.21  0.10
15 C 29.93 32.65 -0.32  0.06
16 N 31.28 32.17 -0.74  -0.37
17 O 32.05 32.92 -1.36  0.06
18 O 31.65 31.11 -0.28  0.06
19 H 29.43 33.01 -1.22  0.11
20 H 29.97 33.61 0.19  0.07
21 H 29.38 31.91 0.27  0.07
22 C 33.21 34.63 8.99  0.02
23 N 32.33 33.76 9.75  -0.43
24 O 32.15 34.02 10.95  0.04
25 O 31.86 32.81 9.16  0.07
26 H 33.36 34.15 8.02  0.08
27 H 34.13 34.67 9.58  0.10
28 H 32.73 35.60 8.91  0.10
29 C 33.96 38.86 6.27  0.07
30 N 33.43 37.56 5.73  -0.37
31 O 33.16 36.60 6.45  0.06
32 O 33.23 37.55 4.46  -0.01
33 H 33.54 39.73 5.77  0.10
34 H 35.04 38.75 6.21  0.09
35 H 33.63 38.77 7.31  0.09
36 C 32.41 36.90 0.97  0.05
37 N 31.16 36.03 0.72  -0.35
38 O 30.56 35.60 1.69  0.03
39 O 30.76 35.87 -0.48  0.03
40 H 32.14 37.91 0.66  0.09
41 H 33.32 36.56 0.47  0.08
42 H 32.65 36.99 2.03  0.07
43 C 35.45 29.24 10.58  0.06
44 N 34.46 30.12 9.95  -0.39
45 O 33.59 29.56 9.24  0.04
46 O 34.60 31.33 9.97  0.05
47 H 36.40 29.77 10.60  0.10
48 H 35.50 28.42 9.86  0.11
49 H 35.12 28.97 11.58  0.11
50 C 27.00 36.09 2.81  0.07
51 N 27.08 36.24 4.30  -0.43
52 O 28.09 36.77 4.68  0.03
53 O 26.12 35.96 5.01  0.08
54 H 28.01 35.83 2.49  0.08
55 H 26.82 37.08 2.40  0.10
56 H 26.25 35.33 2.59  0.10
57 C 29.13 37.93 7.43  0.03
58 N 29.98 38.51 8.50  -0.40
59 O 29.46 38.59 9.64  0.05
60 O 31.13 38.83 8.19  0.03
61 H 29.34 36.86 7.52  0.09
62 H 29.40 38.35 6.46  0.06
63 H 28.12 38.22 7.72  0.10
64 C 30.43 39.02 3.14  0.05
65 N 30.55 40.29 3.97  -0.41
66 O 30.83 41.32 3.37  0.06
67 O 30.43 40.17 5.19  0.04
68 H 31.07 39.30 2.31  0.09
69 H 29.39 38.98 2.81  0.10
70 H 30.59 38.13 3.76  0.08
71 C 30.73 28.07 -0.90  0.01
72 N 30.58 26.62 -0.92  -0.42
73 O 29.42 26.16 -0.83  0.03
74 O 31.59 25.95 -1.02  0.09
75 H 31.78 28.30 -0.74  0.09
76 H 30.29 28.48 0.01  0.08
77 H 30.42 28.45 -1.87  0.11
78 C 31.69 26.60 8.25  -0.05
79 C 31.01 27.54 9.21  -0.31
80 O 31.54 27.11 10.49  0.15
81 C 32.28 26.05 10.36  -0.58
82 O 32.82 25.50 11.29  0.14
83 O 32.38 25.63 9.07  0.07
84 F 29.70 27.39 9.21  0.10
85 H 32.50 27.13 7.75  0.13
86 H 31.07 26.10 7.51  0.14
87 H 31.20 28.61 9.08  0.14
88 C 30.54 34.05 4.91  -0.11
89 C 31.73 33.13 5.06  -0.31
90 O 31.47 32.17 4.06  0.16
91 C 30.27 32.38 3.55  -0.49
92 O 29.70 31.69 2.70  0.11
93 O 29.59 33.36 4.22  0.08
94 F 31.68 32.61 6.28  0.09
95 H 30.80 34.90 4.27  0.13
96 H 30.19 34.46 5.85  0.15
97 H 32.69 33.62 4.86  0.17
98 C 36.00 32.04 7.01  -0.01
99 C 34.75 31.14 6.81  -0.30
100 O 35.42 29.89 7.17  0.07
101 C 36.73 29.93 6.69  -0.56
102 O 37.46 28.99 6.45  0.14
103 O 37.08 31.17 6.55  0.09
104 F 34.40 31.21 5.55  0.13
105 H 36.28 32.19 8.05  0.13
106 H 35.93 33.06 6.63  0.11
107 H 33.97 31.37 7.53  0.14
108 C 30.39 27.91 3.44  -0.05
109 C 31.45 28.35 4.41  -0.28
110 O 32.53 28.63 3.50  0.17
111 C 32.40 27.93 2.44  -0.57
112 O 33.29 27.68 1.63  0.12
113 O 31.12 27.50 2.31  0.06
114 F 31.70 27.39 5.32  0.10
115 H 29.70 28.74 3.32  0.13
116 H 29.94 26.94 3.65  0.16
117 H 31.28 29.31 4.89  0.13
118 C 26.83 28.57 -2.13  -0.08
119 C 25.70 28.21 -1.12  -0.34
120 O 26.12 28.87 0.05  0.15
121 C 27.36 29.37 -0.13  -0.52
122 O 28.14 29.73 0.74  0.12
123 O 27.70 29.29 -1.39  0.09
124 F 25.62 26.94 -0.93  0.15
125 H 26.46 29.18 -2.95  0.14
126 H 27.31 27.75 -2.65  0.15
127 H 24.76 28.63 -1.48  0.17
128 C 34.70 31.78 -0.02  -0.08
129 C 34.66 31.15 1.34  -0.31
130 O 33.74 32.02 2.00  0.14
131 C 33.76 33.21 1.40  -0.52
132 O 33.29 34.24 1.87  0.11
133 O 34.51 33.15 0.27  0.06
134 F 35.86 31.21 1.86  0.12
135 H 33.92 31.40 -0.68  0.11
136 H 35.63 31.48 -0.50  0.15
137 H 34.30 30.12 1.36  0.17
138 C 26.39 31.79 2.99  -0.07
139 C 25.88 30.39 3.18  -0.30
140 O 24.51 30.60 2.93  0.14
141 C 24.38 31.67 2.10  -0.56
142 O 23.34 31.98 1.53  0.14
143 O 25.45 32.42 2.16  0.10
144 F 25.97 30.07 4.49  0.07
145 H 27.37 31.86 2.52  0.11
146 H 26.55 32.30 3.94  0.15
147 H 26.27 29.59 2.55  0.15
148 C 37.25 34.80 1.40  -0.04
149 C 36.33 35.85 2.01  -0.29
150 O 37.25 36.89 2.28  0.14
151 C 38.31 36.78 1.53  -0.57
152 O 39.13 37.70 1.47  0.13
153 O 38.30 35.61 0.90  0.10
154 F 35.70 35.46 3.13  0.09
155 H 36.75 34.19 0.64  0.13
156 H 37.56 34.02 2.10  0.15
157 H 35.60 36.16 1.26  0.16
158 C 38.72 36.80 7.06  -0.03
159 C 38.18 36.70 5.67  -0.41
160 O 36.91 36.35 5.92  0.14
161 C 36.81 35.78 7.14  -0.51
162 O 35.85 35.17 7.67  0.08
163 O 37.88 35.97 7.85  0.13
164 F 38.71 35.72 5.01  0.14
165 H 38.64 37.85 7.34  0.15
166 H 39.74 36.41 7.08  0.15
167 H 38.07 37.59 5.04  0.18
168 C 29.77 35.82 13.11  -0.07
169 C 29.01 34.49 13.22  -0.38
170 O 29.13 34.13 11.88  0.11
171 C 29.08 35.27 11.08  -0.48
172 O 28.82 35.30 9.87  0.10
173 O 29.51 36.27 11.83  0.10
174 F 27.78 34.70 13.52  0.15
175 H 30.84 35.63 13.21  0.14
176 H 29.46 36.50 13.90  0.15
177 H 29.46 33.75 13.88  0.18

Computed, not measured: a 6-piece molecular cluster, C41H63F9N9O4 overall at a distorted geometry, with ωB97M-V/def2-TZVPD.

Summary:
relative energy (zero: lowest compared OMol25 entry of this formula, charge and spin) = 0.00 kcal per mole
E_tot = -89590.3948 eV
charge = +1
Kohn-Sham gap = 7.9039 eV
E_LUMO = -3.784 eV
molar mass = 917.00 Da
HOMO level = -0.42953 Ha

Last column: Löwdin charge in e.
Cartesian coordinates (Å):
1 C -1.74 5.21 -3.72  -0.09
2 N -2.64 4.17 -4.26  -0.07
3 C -3.35 3.49 -3.20  -0.21
4 O -2.44 2.78 -2.37  0.03
5 C -1.88 1.74 -2.99  -0.43
6 O -2.18 1.34 -4.08  0.15
7 C -0.73 1.16 -2.22  0.00
8 C -0.14 1.93 -1.25  0.09
9 C 0.93 1.46 -0.52  -0.13
10 C 1.53 2.39 0.49  -0.19
11 N 0.54 2.76 1.47  -0.09
12 C 0.33 1.77 2.53  -0.09
13 N 1.40 0.22 -0.77  0.09
14 C 2.55 -0.27 0.02  -0.11
15 C 3.85 0.14 -0.66  -0.15
16 C 5.09 -0.39 0.08  -0.15
17 C 6.02 -1.19 -0.80  -0.15
18 O 5.88 -2.61 -0.58  -0.03
19 C 5.35 -3.30 -1.60  -0.37
20 O 5.82 -3.36 -2.69  0.12
21 C 0.84 -0.57 -1.73  -0.08
22 C 1.42 -1.94 -2.01  -0.07
23 C 1.03 -3.03 -0.99  -0.03
24 C -0.07 -3.97 -1.47  -0.44
25 F 0.23 -5.23 -1.06  0.13
26 F -0.11 -4.02 -2.81  0.14
27 C -1.51 -3.64 -0.99  -0.36
28 F -1.73 -2.32 -1.07  0.16
29 F -2.36 -4.25 -1.84  0.17
30 C -1.91 -4.17 0.40  -0.36
31 F -1.97 -5.50 0.42  0.18
32 F -3.17 -3.71 0.60  0.16
33 C -1.09 -3.67 1.62  -0.56
34 F 0.10 -4.23 1.68  0.20
35 F -0.99 -2.34 1.59  0.17
36 F -1.76 -4.00 2.72  0.20
37 C -0.23 -0.12 -2.48  -0.16
38 N -0.78 -0.99 -3.47  0.12
39 H -1.88 5.33 -2.65  0.08
40 H -1.93 6.17 -4.19  0.08
41 H -0.71 4.96 -3.91  0.07
42 H -3.37 4.67 -4.76  0.11
43 H -4.10 2.83 -3.64  0.13
44 H -3.87 4.23 -2.59  0.13
45 H -0.49 2.93 -1.05  0.14
46 H 2.47 2.03 0.90  0.11
47 H 1.79 3.29 -0.07  0.07
48 H 0.72 3.68 1.84  0.12
49 H 0.49 0.77 2.16  0.07
50 H -0.71 1.82 2.85  0.08
51 H 0.93 1.98 3.41  0.08
52 H 2.48 0.11 1.02  0.12
53 H 2.52 -1.35 0.10  0.11
54 H 3.84 -0.32 -1.65  0.11
55 H 3.89 1.21 -0.82  0.10
56 H 5.61 0.47 0.50  0.05
57 H 4.74 -1.02 0.89  0.12
58 H 7.05 -0.92 -0.59  0.13
59 H 5.87 -0.99 -1.86  0.12
60 H 4.42 -3.83 -1.37  0.13
61 H 2.49 -1.82 -1.93  0.10
62 H 1.21 -2.22 -3.03  0.12
63 H 0.80 -2.57 -0.05  0.10
64 H 1.89 -3.66 -0.82  0.13
65 H -0.47 -0.65 -4.37  0.12
66 H -1.79 -0.84 -3.48  0.09
67 C 3.54 2.57 -3.76  -0.11
68 C 3.76 4.05 -4.05  -0.24
69 C 4.55 4.77 -2.95  -0.17
70 C 3.84 4.70 -1.67  -0.20
71 N 3.27 4.61 -0.69  0.17
72 H 2.94 2.43 -2.85  0.05
73 H 3.00 2.10 -4.58  0.08
74 H 4.49 2.05 -3.63  0.08
75 H 2.80 4.55 -4.19  0.11
76 H 4.31 4.16 -4.99  0.11
77 H 4.70 5.82 -3.20  0.12
78 H 5.53 4.31 -2.82  0.13
79 C -6.49 3.67 0.89  -0.11
80 C -7.82 3.48 0.18  -0.25
81 C -7.74 3.63 -1.35  -0.19
82 C -7.26 4.98 -1.66  -0.25
83 N -6.93 6.06 -1.84  0.15
84 H -6.08 4.67 0.72  0.07
85 H -6.61 3.54 1.96  0.06
86 H -5.75 2.94 0.54  0.07
87 H -8.53 4.22 0.56  0.12
88 H -8.23 2.50 0.42  0.10
89 H -8.72 3.50 -1.79  0.12
90 H -7.06 2.90 -1.79  0.11
91 C -1.33 -7.96 2.65  -0.10
92 C -0.96 -9.09 1.69  -0.26
93 C -1.15 -10.48 2.31  -0.19
94 C -0.32 -10.64 3.50  -0.24
95 N 0.34 -10.76 4.44  0.15
96 H -0.70 -7.97 3.54  0.07
97 H -1.21 -7.00 2.16  0.04
98 H -2.37 -8.05 2.97  0.08
99 H 0.08 -8.98 1.38  0.11
100 H -1.57 -9.02 0.79  0.11
101 H -0.89 -11.26 1.60  0.12
102 H -2.20 -10.63 2.60  0.12
103 C -5.55 0.98 3.25  -0.11
104 C -6.07 -0.33 3.81  -0.26
105 C -7.35 -0.80 3.11  -0.19
106 C -8.42 0.19 3.26  -0.24
107 N -9.25 0.97 3.38  0.15
108 H -6.27 1.79 3.40  0.06
109 H -4.62 1.27 3.74  0.07
110 H -5.35 0.89 2.18  0.07
111 H -6.26 -0.21 4.88  0.12
112 H -5.32 -1.11 3.71  0.10
113 H -7.70 -1.75 3.53  0.12
114 H -7.17 -0.95 2.05  0.12
115 C 7.72 1.41 4.02  -0.10
116 C 8.03 2.84 3.62  -0.25
117 C 6.81 3.58 3.05  -0.18
118 C 6.32 2.92 1.85  -0.19
119 N 5.94 2.38 0.90  0.17
120 H 7.42 0.81 3.15  0.06
121 H 8.61 0.93 4.44  0.08
122 H 6.93 1.37 4.76  0.08
123 H 8.84 2.85 2.88  0.11
124 H 8.39 3.39 4.49  0.11
125 H 7.07 4.61 2.79  0.12
126 H 6.01 3.61 3.78  0.12

Which of these has the lowest E_tot? C41H63F10N11O52

What is the formula in the third record? C41H63F9N9O4